[1]
Entry from OMol25: C37H52AsCdN7O4Si2 as an isolated structure at a distorted geometry (ωB97M-V with the def2-TZVPD basis set).

The geometry in ORCA input format:
```
! wB97M-V def2-TZVPD RIJCOSX def2/J DEFGRID3
* xyz 0 1
Cd 0.6722 -0.2880 0.5061
C 1.9953 -3.2400 2.0508
C 1.4555 -3.6787 0.7052
N 0.3066 -2.8655 0.1882
C -1.0074 -3.1399 0.8021
C -1.3194 -2.3156 2.0607
C -2.1826 -2.8779 3.0123
C -2.3586 -2.1921 4.2325
C -1.6099 -1.0390 4.4657
C -0.7747 -0.6038 3.4627
C 0.0344 0.6960 3.6477
N 1.1676 0.8719 2.7335
C 2.5089 0.3499 3.1851
C 2.6444 -1.1616 3.3033
N 2.4942 -1.8330 2.0190
N -0.6473 -1.1948 2.3062
H 2.8117 -3.9071 2.2414
H 1.2591 -3.2639 2.8343
H 1.1379 -4.7389 0.8162
H 2.2814 -3.6399 -0.0494
H 0.2958 -2.9139 -0.8053
H -1.0668 -4.2271 1.0959
H -1.7411 -2.9690 0.0475
H -2.6870 -3.7747 2.7937
H -2.9940 -2.6464 4.9705
H -1.6625 -0.5499 5.4202
H 0.2572 0.7001 4.7178
H -0.6399 1.5864 3.5451
H 1.2067 1.8155 2.3647
H 2.7590 0.7499 4.1676
H 3.2671 0.7695 2.4608
H 1.8625 -1.5508 3.9479
H 3.6094 -1.3782 3.8029
H 3.3578 -1.8258 1.4814
O -1.0363 1.7117 0.7486
C -1.9238 0.9496 0.2645
O -1.7070 -0.1590 -0.2637
C -3.3715 1.3172 0.3685
C -3.7449 2.5913 0.6107
C -5.0853 2.9991 0.6583
C -6.0260 1.9992 0.5507
C -5.6343 0.6917 0.3003
C -4.3461 0.3338 0.2061
N -6.6624 -0.3954 0.1875
O -6.2516 -1.5203 -0.0474
O -7.8149 -0.0836 0.2943
H -2.9356 3.3572 0.7157
H -5.3056 4.0284 0.9237
H -7.0738 2.2599 0.5308
H -4.1081 -0.6679 -0.0106
N 0.0991 -5.3225 -1.7910
C 0.4893 -5.2333 -2.8716
C 1.1541 -5.0397 -4.1559
C 2.3681 -4.3063 -4.1899
C 3.0399 -4.1108 -5.3920
C 2.5725 -4.6740 -6.5669
C 1.4302 -5.5027 -6.5018
C 0.7507 -5.7067 -5.3308
H 2.7877 -3.9818 -3.2408
H 3.8916 -3.4597 -5.3988
H 3.1301 -4.4900 -7.5229
H 1.0987 -6.0520 -7.3835
H -0.1622 -6.2603 -5.3709
C 3.5789 2.4810 -3.5357
Si 2.9846 1.9130 -1.8336
C 4.4522 1.6972 -0.7400
C 2.0699 3.3678 -1.0149
As 1.8757 -0.1298 -1.7627
Si 0.0896 0.1146 -3.1799
C 0.7070 0.3214 -4.9070
C -0.9027 1.6842 -2.8827
C -0.9061 -1.5170 -3.1964
H 3.6986 3.6162 -3.5032
H 2.8575 2.3399 -4.2770
H 4.5889 2.0962 -3.8155
H 4.9723 0.7303 -0.8815
H 4.1368 1.7281 0.2871
H 5.2187 2.4956 -0.9032
H 2.7046 4.2421 -0.8986
H 1.6614 3.0470 -0.0401
H 1.2286 3.5649 -1.6260
H 1.2853 1.2433 -5.0829
H -0.1035 0.3683 -5.6472
H 1.3901 -0.4933 -5.1841
H -0.5477 2.2793 -2.0079
H -1.9336 1.4140 -2.5660
H -0.9196 2.2166 -3.7998
H -0.1959 -2.3624 -3.5237
H -1.6744 -1.5580 -3.9591
H -1.3989 -1.7359 -2.2432
N -0.5386 4.6344 1.1266
C -0.5466 4.7171 2.4903
C 0.3393 5.5824 3.1795
C 0.2752 5.6052 4.5717
C -0.5134 4.7497 5.3021
C -1.3937 3.9404 4.6272
C -1.4279 3.9204 3.2540
H 0.1873 5.1482 0.6450
H -0.7589 3.7327 0.6951
H 1.0422 6.1367 2.5905
H 0.8854 6.3822 5.0617
H -0.5586 4.7450 6.3945
H -2.0908 3.2927 5.1748
H -2.1352 3.2513 2.7566
*
```

Results
Lowest unoccupied orbital energy (eV): 0.07
Energy relative to the best compared isomer or geometry (same formula, charge and spin) (kJ/mol): 0.0
HOMO energy (eV): -7.12
Electronic energy (eV): -138992.82078
HOMO-LUMO gap (eV): 7.19

***

[2]
Entry from OMol25: C15H7Cl3INOPmS as an isolated structure (ωB97M-V with the def2-TZVPD basis set).

The geometry in ORCA input format:
```
! wB97M-V def2-TZVPD RIJCOSX def2/J DEFGRID3
* xyz 1 5
Pm -0.2022 -0.0588 -0.1786
Cl -1.9107 6.6978 1.2549
C -1.5231 5.1885 0.5117
C -1.6712 5.0438 -0.8334
C -1.3582 3.8210 -1.4557
I -1.5993 3.6165 -3.5105
C -0.8971 2.7421 -0.7399
O -0.5738 1.5728 -1.3332
C -0.7435 2.8900 0.6657
N -0.2827 1.8084 1.3860
C -0.1424 1.9219 2.6909
C -0.4293 3.0937 3.3922
C -0.8811 4.1820 2.6998
C -1.0544 4.1103 1.3020
H -2.0301 5.8708 -1.4297
H 0.2108 1.0429 3.2164
H -0.2931 3.1222 4.4634
H -1.1110 5.1077 3.2099
Cl 0.4938 -1.6902 1.9007
C -1.0108 -2.4914 2.4154
C -0.8400 -3.4485 3.3964
C -1.9522 -4.1263 3.8555
C -3.1979 -3.8370 3.3254
C -3.3372 -2.8726 2.3409
Cl -4.9168 -2.5702 1.7258
C -2.2355 -2.1520 1.8431
S -2.5162 -0.9209 0.6017
H 0.1453 -3.6578 3.7905
H -1.8458 -4.8796 4.6236
H -4.0770 -4.3611 3.6731
*
```

Results
Lowest unoccupied orbital energy (alpha / beta) (eV): -4.11 / -3.98
HOMO energy (alpha / beta) (eV): -11.28 / -11.30
Electronic energy (eV): -92260.08047
HOMO-LUMO gap (alpha / beta) (eV): 7.17 / 7.32

***

[3]
Entry from OMol25: an isolated molecule of CH3NO3 at a distorted geometry (ωB97M-V with the def2-TZVPD basis set).

The geometry in ORCA input format:
```
! wB97M-V def2-TZVPD RIJCOSX def2/J DEFGRID3
* xyz 0 3
C -1.0281 -0.6317 -0.2001
N -0.5041 0.5035 -0.1579
O -1.1582 1.5080 -0.1905
O 1.1011 2.1158 0.0438
O 0.9904 0.7570 -0.0048
H -0.5383 -1.5352 0.0359
H -2.0252 -0.5566 -0.5147
H 0.6763 2.4055 -0.8161
*
```

Results
Lowest unoccupied orbital energy (alpha / beta) (eV): 0.94 / -1.97
Energy relative to the best compared isomer or geometry (same formula, charge and spin) (kJ/mol): 377.0
HOMO energy (alpha / beta) (eV): -6.30 / -10.88
Electronic energy (eV): -8707.99573
HOMO-LUMO gap (alpha / beta) (eV): 7.24 / 8.91